# 1
Entry from the Open Molecules 2025 dataset: a structure of composition C35H52AsLaOP3S at a distorted geometry (ωB97M-V with the def2-TZVPD basis set).

Structure (XYZ):
```
94
Properties=species:S:1:pos:R:3
La -1.11 0.10 -0.13
P 0.84 -2.25 -0.01
P 1.27 0.83 -1.75
P -1.26 -3.12 -4.92
H -6.50 -0.80 -0.79
C -6.15 -1.71 -1.27
C -5.37 -2.63 -0.69
H -5.25 -2.77 0.39
C 0.68 -2.40 1.81
C 2.68 -2.09 -0.03
C 0.73 -4.01 -0.47
C 0.69 2.41 -2.49
C 2.81 1.45 -0.98
C 2.02 -0.02 -3.18
C -2.12 -4.06 -6.20
C 0.39 -3.67 -4.48
C -1.30 -1.36 -5.25
H -6.57 -1.94 -2.25
H -4.98 -3.48 -1.29
H -0.35 -2.17 2.15
H 1.36 -1.73 2.34
H 0.91 -3.43 2.09
H 2.99 -1.26 0.62
H 3.05 -1.92 -1.05
H 3.10 -3.02 0.37
H -0.31 -4.30 -0.61
H 1.18 -4.58 0.36
H 1.30 -4.20 -1.39
H 1.49 2.76 -3.17
H 0.51 3.16 -1.72
H -0.23 2.24 -3.06
H 3.44 1.92 -1.75
H 3.37 0.63 -0.52
H 2.57 2.19 -0.21
H 2.60 0.73 -3.75
H 1.24 -0.45 -3.81
H 2.68 -0.82 -2.82
H -1.48 -4.16 -7.09
H -3.05 -3.55 -6.47
H -2.36 -5.05 -5.81
H 1.08 -3.44 -5.30
H 0.38 -4.76 -4.30
H 0.71 -3.17 -3.56
H -1.05 -1.16 -6.30
H -0.60 -0.83 -4.59
H -2.31 -1.00 -5.05
C -3.03 -1.35 -1.22
C -2.93 -0.30 -2.17
C -3.52 0.95 -1.90
C -4.27 1.15 -0.73
C -4.20 0.18 0.31
C -3.51 -1.01 0.11
S -2.60 -2.95 -1.63
H -2.01 -3.27 -3.73
H -2.48 -0.51 -3.14
H -3.45 1.75 -2.65
H -4.93 2.02 -0.61
H -4.79 0.30 1.22
H -3.53 -1.79 0.87
O -0.02 1.03 1.46
As 0.97 1.80 2.70
C -0.29 2.41 4.00
C 0.16 2.64 5.30
C -0.72 3.15 6.26
C -2.04 3.45 5.90
C -2.47 3.26 4.58
C -1.60 2.75 3.61
C 2.22 0.45 3.26
C 1.90 -0.36 4.35
C 2.74 -1.43 4.67
C 3.92 -1.65 3.95
C 4.26 -0.79 2.90
C 3.42 0.29 2.57
C 1.88 3.26 1.84
C 3.23 3.48 2.16
C 3.93 4.52 1.55
C 3.26 5.40 0.68
C 1.90 5.20 0.39
C 1.20 4.13 0.96
H 1.21 2.43 5.55
H -0.37 3.32 7.28
H -2.73 3.85 6.64
H -3.49 3.53 4.29
H -1.93 2.62 2.57
H 1.01 -0.16 4.94
H 2.48 -2.09 5.51
H 4.59 -2.47 4.21
H 5.20 -0.92 2.35
H 3.73 1.01 1.81
H 3.72 2.84 2.89
H 4.98 4.66 1.78
H 3.80 6.24 0.24
H 1.38 5.91 -0.25
H 0.14 3.98 0.74
```

Values from the calculation:
Total charge: +3
LUMO in eV: -8.207
Largest force on an atom in eV/Å: 2.296
Gap between HOMO and LUMO in eV: 6.6
2S+1: 1

Mulliken atomic charge list, values in e, 6 entries: 1.38, 0.89, 0.31, 1.05, 0.27, -0.53



# 2
Entry from the Open Molecules 2025 dataset: a cluster of 2 separate species, C5H8OS2 in total at a distorted geometry (ωB97M-V with the def2-TZVPD basis set).

Structure (XYZ):
```
16
Properties=species:S:1:pos:R:3
C 2.31 -0.23 -0.60
C 1.40 -0.89 0.47
C 0.02 -0.42 0.63
C -0.63 0.56 -0.46
C -2.97 0.72 0.43
H 2.89 -1.19 -1.24
H 3.49 0.56 -0.24
H 1.60 0.54 -1.36
H 2.16 -1.23 1.39
H -0.33 -0.47 1.67
H -0.46 0.40 -1.45
H -0.37 1.57 -0.15
H -2.64 1.50 1.16
O -2.02 0.27 -0.45
S 0.06 -2.07 -0.09
S -4.51 0.37 0.30
```

Values from the calculation:
Total charge: 0
Energy relative to the best compared isomer or geometry (same formula, charge and spin) in kcal per mole: 113.4
LUMO in eV: 0.342
Largest force on an atom in eV/Å: 5.318
Gap between HOMO and LUMO in eV: 9.3
2S+1: 1

Mulliken atomic charge list, values in e, 6 entries: -0.88, -0.10, 0.01, -0.92, 0.00, 0.24



# 3
Entry from the Open Molecules 2025 dataset: an isolated molecule of C18H35BN2O6S at a distorted geometry (ωB97M-V with the def2-TZVPD basis set).

Structure (XYZ):
```
63
Properties=species:S:1:pos:R:3
C -0.83 -3.27 3.41
C -1.77 -4.02 2.44
C -1.12 -4.25 1.06
C -1.18 -2.93 0.27
C -0.74 -3.04 -1.21
C 0.22 -1.90 -1.64
C -0.26 -1.05 -2.85
C -0.44 0.45 -2.54
C 0.84 1.13 -2.00
C 1.51 1.85 -3.18
O 1.80 0.86 -4.16
C 3.13 0.86 -4.61
S 3.65 -0.88 -4.88
O 0.65 2.16 -1.04
C 0.47 1.81 0.32
N 1.04 0.53 0.73
C 2.26 0.45 0.79
O 3.44 0.43 0.79
B 1.20 3.01 1.17
O 1.50 4.19 0.50
O 1.50 2.97 2.49
C 0.55 2.35 3.39
C 0.97 2.72 4.82
N -0.97 1.93 0.67
C -1.73 2.85 -0.16
C -1.65 0.79 1.14
C -2.81 0.22 0.32
O -1.42 0.26 2.19
H -1.42 -2.61 4.05
H -0.28 -3.96 4.04
H -0.13 -2.64 2.87
H -2.62 -3.36 2.28
H -2.14 -4.94 2.88
H -0.09 -4.59 1.17
H -1.74 -4.99 0.55
H -2.23 -2.63 0.27
H -0.62 -2.19 0.83
H -0.19 -3.98 -1.30
H -1.62 -3.14 -1.85
H 0.33 -1.23 -0.79
H 1.18 -2.35 -1.89
H -1.24 -1.43 -3.14
H 0.39 -1.22 -3.70
H -1.32 0.56 -1.91
H -0.70 0.91 -3.50
H 1.54 0.33 -1.74
H 0.84 2.61 -3.59
H 2.40 2.36 -2.79
H 3.83 1.28 -3.90
H 3.20 1.35 -5.58
H 3.67 -1.30 -3.60
H 0.89 4.89 0.74
H -0.48 2.64 3.20
H 0.69 1.28 3.31
H 1.38 1.83 5.31
H 1.78 3.45 4.82
H 0.13 3.03 5.44
H -2.63 3.13 0.39
H -1.20 3.78 -0.34
H -2.07 2.46 -1.13
H -2.47 -0.41 -0.50
H -3.47 0.99 -0.08
H -3.42 -0.41 0.97
```

Values from the calculation:
Total charge: 0
Energy relative to the best compared isomer or geometry (same formula, charge and spin) in kcal per mole: 0.0
SMILES: CCCCCCCC[C@@H](COCS)O[C@@](N=C=O)(B(O)OCC)N(C)C(C)=O
LUMO in eV: 0.368
Largest force on an atom in eV/Å: 2.252
Gap between HOMO and LUMO in eV: 9.6
2S+1: 1

Mulliken atomic charge list, values in e, 6 entries: -0.98, -0.54, -0.92, 0.51, -1.15, 0.45



# 4
Entry from the Open Molecules 2025 dataset: a structure of composition C54H118F6N4NiO18 at a distorted geometry (ωB97M-V with the def2-TZVPD basis set).

Structure (XYZ):
```
201
Properties=species:S:1:pos:R:3
Ni -5.54 16.78 -14.79
C -6.89 17.80 -11.79
O -6.26 19.04 -11.80
O -6.41 17.04 -12.91
C -6.79 17.05 -10.35
F -7.67 16.06 -10.13
F -5.54 16.47 -10.18
F -6.88 17.90 -9.32
C -6.91 20.28 -11.78
C -5.90 21.46 -11.83
H -5.43 21.51 -12.81
H -6.33 22.46 -11.76
H -5.06 21.36 -11.14
H -7.50 20.37 -10.87
H -7.65 20.44 -12.57
H -7.94 17.92 -12.04
C -4.47 19.46 -15.06
O -5.79 18.87 -15.33
O -3.78 18.35 -14.50
C -3.96 20.11 -16.39
F -4.24 19.47 -17.48
F -4.56 21.36 -16.48
F -2.67 20.27 -16.50
C -6.89 19.84 -15.37
C -8.28 19.13 -15.48
H -9.02 19.90 -15.66
H -8.28 18.49 -16.36
H -8.52 18.37 -14.73
H -6.84 20.46 -16.26
H -6.94 20.51 -14.52
H -4.59 20.28 -14.35
C -2.39 20.02 -4.02
C -2.89 20.49 -5.38
C -3.04 19.29 -6.39
C -4.30 18.56 -6.19
C -5.55 19.42 -6.42
C -5.55 20.73 -5.52
N -4.16 21.31 -5.33
O -4.13 22.40 -4.46
C -6.28 21.84 -6.35
C -6.16 20.54 -4.12
C -1.77 21.43 -5.93
H -2.89 19.21 -3.50
H -2.24 20.82 -3.29
H -1.42 19.56 -4.20
H -3.13 19.67 -7.41
H -2.19 18.62 -6.29
H -4.38 18.05 -5.22
H -4.31 17.80 -6.97
H -6.34 18.69 -6.25
H -5.66 19.65 -7.48
H -5.64 22.05 -7.21
H -7.15 21.38 -6.80
H -6.44 22.80 -5.85
H -5.36 20.08 -3.53
H -6.59 21.47 -3.77
H -7.08 19.98 -4.28
H -1.49 22.32 -5.36
H -1.85 21.72 -6.98
H -0.78 20.96 -5.94
H -3.85 23.12 -5.02
C -7.52 24.55 -8.48
C -8.03 25.62 -9.56
C -9.58 25.59 -9.71
C -10.35 26.42 -8.63
C -9.84 27.90 -8.69
C -8.32 27.87 -8.45
N -7.54 26.97 -9.30
O -6.14 27.00 -9.05
C -7.92 29.28 -8.94
C -8.09 27.79 -6.92
C -7.54 25.11 -11.00
H -7.74 23.51 -8.71
H -7.83 24.70 -7.45
H -6.44 24.69 -8.49
H -9.97 25.97 -10.66
H -9.92 24.60 -9.43
H -10.18 26.03 -7.63
H -11.43 26.45 -8.78
H -10.43 28.29 -7.86
H -10.07 28.42 -9.62
H -6.84 29.40 -9.01
H -8.36 29.46 -9.93
H -8.22 30.08 -8.26
H -8.21 26.79 -6.49
H -7.04 28.02 -6.70
H -8.60 28.52 -6.29
H -7.74 25.82 -11.80
H -8.03 24.17 -11.26
H -6.50 24.77 -11.08
H -5.72 27.50 -9.75
C -7.10 24.01 -14.53
C -7.08 24.70 -15.88
C -7.60 23.62 -16.95
C -9.18 23.31 -16.88
C -9.92 24.68 -17.12
C -9.40 25.75 -16.13
N -7.92 25.84 -16.09
O -7.36 26.98 -15.40
C -10.06 27.02 -16.89
C -10.06 25.62 -14.72
C -5.55 25.00 -16.15
H -8.10 23.63 -14.34
H -6.99 24.63 -13.64
H -6.56 23.06 -14.50
H -7.40 24.18 -17.86
H -7.06 22.68 -17.02
H -9.32 22.82 -15.91
H -9.41 22.60 -17.67
H -10.94 24.44 -16.81
H -9.92 25.03 -18.15
H -9.79 27.93 -16.36
H -9.62 27.27 -17.86
H -11.15 27.06 -16.97
H -10.08 24.56 -14.45
H -9.55 26.06 -13.85
H -11.05 26.06 -14.80
H -5.07 25.68 -15.45
H -5.49 25.47 -17.13
H -4.79 24.22 -16.18
H -7.61 26.65 -14.54
C -3.29 15.08 -6.10
C -2.98 13.91 -7.12
C -1.40 13.67 -7.16
C -1.06 12.36 -7.93
C -1.81 11.14 -7.36
C -3.34 11.28 -7.05
N -3.67 12.67 -6.69
O -4.97 12.89 -6.44
C -4.25 10.79 -8.26
C -3.59 10.51 -5.64
C -3.54 14.51 -8.43
H -2.65 15.95 -6.28
H -2.96 14.68 -5.15
H -4.35 15.32 -6.05
H -1.09 14.54 -7.74
H -1.05 13.79 -6.13
H 0.01 12.17 -7.90
H -1.32 12.51 -8.98
H -1.12 10.63 -6.69
H -1.80 10.25 -7.99
H -4.31 11.45 -9.13
H -4.17 9.75 -8.55
H -5.31 10.64 -8.08
H -3.10 10.86 -4.73
H -4.66 10.33 -5.51
H -3.02 9.59 -5.79
H -3.30 15.57 -8.55
H -4.60 14.27 -8.50
H -2.98 13.99 -9.20
H -5.34 12.47 -7.22
C -3.20 18.40 -10.80
C -1.84 19.11 -11.16
O -1.33 18.71 -12.50
O -3.33 17.30 -11.68
H -3.98 19.14 -11.02
H -3.28 18.21 -9.73
H -1.08 19.04 -10.38
H -2.12 20.16 -11.23
H -0.64 19.37 -12.60
H -4.16 16.92 -11.38
C -10.53 15.16 -15.56
C -10.51 16.53 -14.86
O -9.96 16.63 -13.57
O -9.25 14.56 -15.66
H -11.23 15.17 -16.41
H -11.02 14.44 -14.91
H -11.54 16.87 -14.90
H -9.94 17.11 -15.58
H -9.01 16.76 -13.62
H -9.39 13.69 -16.05
C -9.69 13.79 -10.50
C -10.43 12.89 -11.50
O -9.61 11.79 -11.92
O -9.52 13.05 -9.31
H -10.25 14.72 -10.39
H -8.72 14.15 -10.84
H -10.72 13.45 -12.38
H -11.40 12.57 -11.13
H -9.14 11.38 -11.19
H -10.18 13.41 -8.72
C -8.58 16.28 -5.69
C -8.20 15.69 -7.05
O -6.81 15.44 -7.14
O -9.93 16.20 -5.46
H -8.33 17.33 -5.54
H -8.07 15.60 -5.01
H -8.24 16.53 -7.73
H -8.88 14.93 -7.42
H -6.47 15.28 -8.02
H -9.98 16.56 -4.57
C -11.90 18.11 -8.54
C -11.08 16.84 -8.78
O -11.26 15.79 -7.81
O -11.36 18.82 -7.55
H -12.90 17.70 -8.36
H -11.84 18.84 -9.34
H -10.03 17.12 -8.84
H -11.50 16.30 -9.63
H -10.80 16.02 -7.00
H -11.30 18.19 -6.83
```

Values from the calculation:
<S²>: 3.7719
Total charge: +1
LUMO (spin up / spin down) in eV: -3.480 / -6.005
Largest force on an atom in eV/Å: 5.074
Gap between HOMO and LUMO (spin up / spin down) in eV: 5.9 / 3.4
2S+1: 4

Mulliken atomic charge list, values in e, 6 entries: 0.75, -1.18, 0.73, -0.34, 0.49, 0.14